C5H8OS in the gas phase. Source: the Open Molecules 2025 dataset; level of theory: wB97M-V/def2-TZVPD.

Results
- LUMO energy: 0.13 eV
- E_tot: -668.6305 hartree
- Energy above the lowest of the compared OMol25 structures with the same formula, charge and spin: 2.9399 eV
- Multiplicity: 1

Structure (XYZ):
```
15
Properties=species:S:1:pos:R:3:lowdin_charge:R:1
C -0.366 1.135 -0.717 -0.037
C 1.172 1.273 -0.644 -0.186
C 0.069 -0.256 1.191 -0.277
C -0.849 -0.100 -0.012 -0.451
C -0.732 -1.451 -0.797 -0.063
O 2.451 0.922 1.676 -0.548
S 1.812 0.136 0.598 0.863
H -0.927 1.904 -1.258 0.090
H 1.570 2.228 -1.021 0.068
H -0.032 0.523 1.936 0.091
H -0.060 -1.197 1.627 0.069
H -1.954 -0.057 0.331 0.159
H 0.279 -1.613 -1.074 0.056
H -1.376 -1.177 -1.657 0.092
H -1.058 -2.269 -0.181 0.074
```